Record 1
{
  "formula": "C4H14N3O",
  "method": "the ωB97M-V functional and the def2-TZVPD basis",
  "total_charge": 1,
  "max_force_ev_per_a": 1.80,
  "orbital_gap_ha": 0.423,
  "e_above_lowest_kj_mol": 98.4,
  "species": ["C", "O", "H", "H", "H", "H", "C", "C", "C", "N", "N", "N", "H", "H", "H", "H", "H", "H", "H", "H", "H", "H"],
  "coordinates": [[1.0900, 2.8334, 0.7406], [1.4852, 1.5293, 1.2020], [2.4203, 1.5348, 1.4347], [1.0925, 3.5337, 1.5666], [0.1167, 2.6863, 0.2733], [1.7383, 3.1919, -0.0639], [-1.0186, -0.5824, 0.7517], [-2.2261, -1.4392, 1.1521], [0.3387, -0.8328, -1.3024], [-0.8197, -0.6634, -0.6970], [0.3955, -1.3304, -2.5468], [1.4819, -0.6348, -0.6628], [-1.2496, 0.4449, 1.0359], [-0.1260, -0.8572, 1.3086], [-2.6538, -2.0555, 0.3721], [-3.0206, -0.8175, 1.5905], [-1.6394, -0.5145, -1.2522], [-0.3547, -1.8745, -2.9433], [1.1043, -1.1267, -3.2266], [1.5274, -0.1181, 0.2144], [2.3845, -0.9060, -1.0199], [-2.0667, -2.0013, 2.0726]],
  "atomic_forces_ev_per_a": [[0.24, -0.55, -0.56], [0.23, -0.20, -0.05], [-0.07, 0.28, 0.17], [-0.29, 0.18, 0.02], [-0.16, 0.28, 0.40], [0.16, 0.00, 0.19], [-0.82, 0.14, 0.37], [-0.68, 0.59, 1.56], [0.98, -0.63, -0.12], [0.22, 0.12, 0.53], [-0.66, -0.20, -0.89], [0.41, 0.31, 0.61], [0.29, 0.09, -0.17], [0.08, -0.17, -0.37], [0.15, -0.19, -0.09], [-0.05, 0.27, -0.87], [-0.19, -0.18, -0.35], [-0.26, 0.22, 0.35], [0.48, 0.24, 0.37], [-0.41, 0.35, -0.29], [-0.35, -0.28, -0.38], [0.67, -0.67, -0.44]],
  "mulliken_charge": [-0.58, -0.55, 0.30, 0.27, 0.23, 0.29, -0.15, -1.25, 0.61, -0.20, -0.43, -0.26, 0.18, 0.37, 0.35, 0.34, 0.27, 0.22, 0.22, 0.22, 0.25, 0.31]
}

***

Record 2
{
  "formula": "C4H7N5O",
  "method": "the ωB97M-V functional and the def2-TZVPD basis",
  "smiles": "N#Cc1[nH]nc(N)c1N.O",
  "total_charge": 0,
  "max_force_ev_per_a": 1.29,
  "orbital_gap_ha": 0.316,
  "e_above_lowest_kj_mol": 30.6,
  "species": ["N", "C", "N", "N", "C", "C", "N", "C", "N", "H", "H", "H", "H", "H", "O", "H", "H"],
  "coordinates": [[4.6879, -3.3101, 3.6720], [3.4801, -2.8043, 3.2001], [3.3908, -1.9868, 2.1595], [2.1096, -1.6667, 2.0286], [1.3427, -2.2457, 3.0066], [-0.0785, -2.1913, 3.0123], [-1.2355, -2.2373, 2.9190], [2.2072, -3.0006, 3.8021], [1.9479, -3.8142, 4.8871], [4.6676, -4.3049, 3.8740], [5.4657, -3.0991, 3.0561], [1.8098, -1.2660, 1.1356], [1.0616, -3.6665, 5.3529], [2.7148, -3.8820, 5.5469], [1.5311, -0.1498, -0.3381], [2.3871, 0.1349, -0.6741], [1.2041, -0.7992, -0.9836]],
  "atomic_forces_ev_per_a": [[0.38, -0.17, 0.14], [-0.63, 0.42, -0.14], [0.44, -0.63, -0.03], [-0.31, 0.07, 0.06], [0.37, -0.57, 0.12], [-1.01, -0.23, -0.40], [1.23, 0.20, 0.31], [-0.04, 0.64, -0.63], [-0.06, -0.27, 0.41], [-0.10, 0.20, -0.11], [-0.21, 0.02, 0.09], [-0.01, 0.25, 0.57], [0.17, 0.00, -0.13], [-0.18, 0.13, -0.11], [-0.21, -0.46, -0.32], [0.04, 0.01, -0.02], [0.13, 0.39, 0.17]],
  "mulliken_charge": [-0.54, 0.16, -0.96, 0.50, -0.26, 0.11, -0.47, 0.83, -0.55, 0.24, 0.28, 0.26, 0.24, 0.23, -0.73, 0.34, 0.34]
}

***

Record 3
{
  "formula": "C34H48N4O4S5Tl",
  "method": "the ωB97M-V functional and the def2-TZVPD basis",
  "total_charge": -1,
  "max_force_ev_per_a": 2.59,
  "orbital_gap_ha": 0.220,
  "e_above_lowest_kj_mol": 0.0,
  "species": ["Tl", "C", "C", "C", "C", "C", "C", "C", "C", "C", "C", "C", "C", "N", "C", "C", "N", "C", "C", "C", "C", "C", "C", "C", "C", "C", "C", "C", "C", "H", "H", "H", "H", "H", "H", "H", "H", "H", "H", "H", "H", "H", "H", "H", "H", "H", "H", "H", "H", "H", "H", "H", "H", "H", "H", "H", "H", "H", "H", "H", "H", "H", "H", "H", "H", "C", "O", "C", "O", "N", "N", "H", "H", "H", "H", "H", "H", "C", "O", "C", "O", "H", "H", "H", "C", "S", "C", "C", "S", "S", "C", "S", "S", "H", "H", "H"],
  "coordinates": [[-0.4437, 0.7155, -1.5426], [3.2396, 2.7221, 1.1533], [3.0408, 1.8622, 2.4287], [3.3631, 0.3819, 2.1635], [1.7025, 2.1854, 3.0366], [1.8014, 3.1544, 4.0351], [0.6557, 3.6212, 4.6724], [-0.6100, 3.1433, 4.2889], [-0.7512, 2.1884, 3.3242], [-2.1918, 1.7069, 3.0116], [-2.6270, 0.5653, 3.9288], [-2.5171, 1.3540, 1.5403], [0.4290, 1.6667, 2.7153], [0.3365, 0.5839, 1.8152], [0.2592, -0.5763, 2.3298], [0.0732, -1.8962, 1.6512], [-0.4998, -2.0514, 0.5461], [-0.6843, -3.4016, 0.0822], [0.3368, -4.1224, -0.5325], [0.1108, -5.4342, -0.9387], [-1.1580, -6.0004, -0.9147], [-2.1712, -5.2649, -0.3999], [-1.9745, -3.9337, 0.0317], [-3.2078, -3.1775, 0.5069], [-3.1796, -3.2202, 2.0423], [-3.3244, -1.7431, -0.0785], [1.7238, -3.6098, -0.9060], [2.5970, -3.3724, 0.2843], [1.6699, -2.3974, -1.8390], [4.2725, 2.5643, 0.7758], [3.1656, 3.7938, 1.3741], [2.4725, 2.4488, 0.3619], [3.8053, 2.2407, 3.1571], [2.7928, 0.0229, 1.3207], [3.2846, -0.2639, 3.0526], [4.4698, 0.3769, 1.9040], [2.7535, 3.5093, 4.4751], [0.7428, 4.3614, 5.4198], [-1.5309, 3.5044, 4.7937], [-2.7686, 2.5763, 3.2897], [-2.2437, -0.3960, 3.5922], [-3.7334, 0.4484, 3.8530], [-2.3198, 0.7321, 4.9511], [-1.9234, 0.4802, 1.2790], [-2.2065, 2.1546, 0.8435], [-3.5624, 1.1499, 1.3658], [0.2202, -0.6675, 3.3887], [0.3395, -2.7981, 2.2234], [0.9126, -6.0318, -1.4073], [-1.4133, -7.0054, -1.3010], [-3.2275, -5.6051, -0.4100], [-4.0695, -3.7308, 0.1089], [-2.2728, -2.7053, 2.4173], [-3.2289, -4.2813, 2.3369], [-4.0388, -2.7303, 2.5064], [-2.4368, -1.2306, 0.1580], [-4.2175, -1.2561, 0.3695], [-3.4658, -1.7334, -1.1685], [2.1978, -4.3799, -1.4668], [2.2846, -2.4582, 0.8590], [3.5872, -3.1770, -0.0947], [2.7064, -4.2431, 0.9255], [1.3036, -1.5245, -1.2693], [1.0121, -2.6023, -2.7083], [2.7059, -2.1262, -2.1511], [5.9683, 1.7112, -2.2823], [4.9259, 2.3372, -3.0110], [3.6830, 1.8129, -2.8334], [3.4042, 0.8783, -2.0986], [2.7510, 2.5856, -3.5085], [1.3887, 2.3959, -3.2594], [6.7881, 2.4528, -2.2145], [6.3310, 0.8430, -2.7338], [5.6056, 1.5070, -1.2603], [3.1308, 3.3829, -3.9680], [0.8625, 2.3952, -4.1632], [1.0144, 3.1176, -2.6445], [0.1873, 4.6676, 0.4152], [0.1858, 3.5419, -0.4346], [-0.9388, 3.3719, -1.3893], [-1.5992, 4.3786, -1.6673], [-0.3544, 5.5056, -0.0232], [1.2292, 4.9424, 0.5581], [-0.2227, 4.4016, 1.4222], [-3.0411, 2.2235, -4.1600], [-3.3226, 1.0434, -2.8323], [-3.1741, -0.4461, -3.7919], [-2.0470, -0.8896, -4.3702], [-0.4889, -0.2228, -4.5952], [-2.2790, -2.4788, -5.1279], [-3.9840, -2.6551, -4.9232], [-4.8372, -3.9327, -5.5068], [-4.6526, -1.3872, -3.9649], [-2.7235, 3.1530, -3.6642], [-3.9610, 2.4266, -4.7592], [-2.1987, 1.8692, -4.7700]],
  "atomic_forces_ev_per_a": [[0.08, 0.17, -0.18], [-0.17, -0.61, -0.67], [0.65, 0.01, -0.20], [1.83, 0.69, 0.05], [0.07, 0.23, 0.51], [-1.03, 0.42, 1.21], [-0.54, -0.80, -1.08], [0.19, 1.12, 1.14], [0.13, -1.44, -1.28], [0.47, 0.02, -0.37], [-0.90, -0.20, -0.55], [1.30, 0.62, 0.13], [0.08, 0.56, 0.64], [0.17, -1.11, -0.46], [-0.36, 0.49, -0.73], [0.04, -0.07, 0.27], [0.12, -0.35, -0.80], [-0.55, 0.44, -0.59], [1.29, -0.77, -0.40], [-0.22, -0.76, -0.79], [0.32, -1.22, -0.07], [-1.71, 1.70, 0.26], [-0.58, -0.52, 0.22], [0.14, 0.39, -0.49], [-0.27, 0.03, -0.02], [-1.47, -1.01, 0.20], [-0.98, 0.71, 0.27], [0.44, 1.20, 0.75], [0.25, 0.39, 0.29], [-0.61, -0.08, -0.05], [-0.22, -0.24, 0.06], [0.97, 0.36, 0.81], [-0.63, -0.41, -0.45], [-0.04, -0.36, -0.16], [-0.37, 0.24, -0.29], [-1.23, -0.25, 0.01], [-0.41, -0.32, -0.86], [0.01, 0.65, 0.82], [0.76, -0.10, -0.35], [-0.47, 0.28, 0.04], [0.31, -0.09, -0.03], [0.63, 0.18, 0.30], [-0.07, 0.01, 0.35], [-0.31, -0.06, -0.22], [-0.14, -0.21, 0.33], [-0.36, -0.09, 0.20], [0.21, -0.17, 1.26], [0.24, 0.38, 0.26], [-0.31, 0.62, 0.32], [0.62, 0.61, 0.22], [0.87, 0.01, -0.02], [0.09, -0.03, 0.39], [-0.46, -0.55, -0.06], [0.39, 0.42, 0.20], [-0.08, 0.12, -0.15], [0.72, 1.01, 0.17], [0.59, -0.11, -0.19], [0.13, -0.23, 0.26], [0.23, -0.91, -0.48], [0.37, -0.98, -0.38], [0.59, 0.30, -0.03], [-0.34, -0.05, 0.26], [-0.03, -0.28, -0.46], [0.46, 0.36, 0.43], [-0.76, -0.23, -0.06], [-0.18, 1.91, 1.73], [-0.31, -0.15, -0.55], [-1.65, -0.11, 0.98], [0.78, 0.79, -0.90], [1.02, -1.24, 0.68], [-0.38, 0.29, -1.22], [-0.47, -0.35, -0.14], [0.34, -1.50, -0.83], [0.26, -0.15, -0.42], [-0.15, 0.66, -0.26], [0.58, -0.17, 1.19], [0.14, -0.02, -0.11], [0.11, -0.06, 0.59], [-0.86, -0.22, -0.37], [-0.61, 1.49, -0.56], [1.24, -1.75, 0.88], [-0.12, -0.02, 0.05], [0.13, 0.23, 0.10], [0.10, 0.22, -0.69], [-0.16, 0.94, -0.22], [0.04, -0.45, -0.55], [-0.82, 0.57, 0.96], [0.24, -0.82, -0.65], [0.13, 0.25, 0.41], [-0.14, 0.21, -0.20], [0.24, 0.01, 0.37], [-0.25, -0.24, -0.12], [0.38, 0.03, -0.20], [-0.13, -0.18, -0.12], [0.72, -0.35, 0.42], [-0.38, 0.05, 0.07]],
  "mulliken_charge": [0.92, -0.99, 0.54, -1.30, 0.93, -1.35, -1.19, -0.85, 0.67, 0.28, -1.31, -0.30, 0.12, 0.98, -0.52, -1.30, 1.57, 0.37, 0.39, -1.11, -1.00, -0.86, 0.21, 0.27, -1.25, 0.12, 0.58, -1.48, -0.91, 0.35, 0.40, -0.04, 0.49, -0.09, 0.31, 0.52, 0.26, 0.46, 0.36, 0.63, 0.12, 0.41, 0.36, -0.84, 0.00, 0.47, 0.55, 0.23, 0.32, 0.33, 0.33, 0.57, 0.07, 0.36, 0.45, -0.76, 0.45, -0.23, 0.74, -0.01, 0.55, 0.36, -0.41, 0.33, 0.37, -0.54, -0.44, 0.61, -0.49, -0.33, -0.07, 0.23, 0.31, 0.15, 0.22, 0.20, 0.10, -0.75, 0.15, -0.54, -0.65, 0.43, 0.16, 0.08, -0.66, 0.00, -0.22, 0.10, -0.35, -0.12, 0.12, -0.31, -0.10, 0.23, 0.28, 0.20]
}

***

Record 4
{
  "formula": "C4H12N2S",
  "method": "the ωB97M-V functional and the def2-TZVPD basis",
  "smiles": "NCCNCCS",
  "total_charge": 0,
  "max_force_ev_per_a": 1.92,
  "orbital_gap_ha": 0.352,
  "e_above_lowest_kj_mol": 54.6,
  "species": ["C", "N", "C", "C", "S", "C", "N", "H", "H", "H", "H", "H", "H", "H", "H", "H", "H", "H", "H"],
  "coordinates": [[1.0214, 0.5923, -0.7309], [0.7923, 0.2761, 0.6555], [-0.4054, 0.6887, 1.3105], [-1.7341, 0.1216, 0.7416], [-3.1832, 1.1020, 1.1765], [0.8004, -0.5725, -1.6900], [1.7022, -1.7426, -1.3956], [0.3976, 1.4441, -1.0202], [2.0528, 0.9301, -0.8925], [-2.8522, 1.3897, 2.4436], [-0.5090, 1.7800, 1.2759], [-0.3654, 0.3756, 2.3580], [-1.6868, 0.1491, -0.3498], [-1.8701, -0.9190, 1.0452], [1.0032, -0.3203, -2.7144], [-0.1902, -0.9825, -1.5212], [1.2739, -2.3207, -0.6794], [1.2036, -0.5984, 0.9364], [2.5491, -1.3932, -0.9491]],
  "atomic_forces_ev_per_a": [[0.07, 0.18, -0.49], [0.60, 0.04, -0.03], [-0.96, -0.10, 0.04], [0.52, -0.16, -0.12], [-0.22, 0.16, 0.01], [0.65, -1.40, 1.15], [-0.16, 0.67, 0.42], [-0.09, -0.07, 0.09], [0.07, 0.06, 0.19], [0.07, -0.11, 0.01], [0.23, -0.06, 0.07], [0.17, 0.24, -0.01], [-0.13, 0.01, 0.08], [0.02, 0.05, -0.05], [-0.32, 0.43, -0.48], [-0.38, 0.22, -0.56], [-0.05, -0.05, -0.13], [-0.22, -0.03, 0.13], [0.11, -0.08, -0.30]],
  "mulliken_charge": [-0.81, -0.18, -0.84, -0.29, -0.25, -0.32, -0.66, 0.33, 0.32, 0.11, 0.37, 0.41, 0.14, 0.34, 0.32, 0.25, 0.26, 0.27, 0.25]
}